ORCA calculation (the ωB97M-V functional and the def2-TZVPD basis) on one molecule with the formula C5H8N2 in a non-equilibrium geometry.

For the energy above the lowest of the compared OMol25 structures with the same formula, charge and spin, the calculation gives 345.2 kJ/mol. The value obtained for the gap between HOMO and LUMO is 8.912 eV. The HOMO energy comes out at -8.25 eV. As for the maximum force: 0.027 hartree/bohr.

Last column: Mulliken charge in e.
Positions of all 15 atoms, in Å:
C1 -1.922 -0.926 0.306  -1.36
C2 -0.739 -0.158 -0.211  0.21
C3 -0.509 1.281 0.078  -0.46
N1 0.164 0.229 0.848  -0.29
C4 1.553 0.035 0.727  -0.51
C5 2.109 -0.594 -0.271  0.51
N2 2.643 -0.653 -1.385  -0.64
H1 -2.198 -0.516 1.282  0.34
H2 -1.628 -1.970 0.454  0.28
H3 -2.779 -0.886 -0.369  0.34
H4 -0.310 -0.502 -1.159  0.45
H5 0.027 1.863 -0.679  0.26
H6 -1.228 1.854 0.656  0.25
H7 2.209 0.593 1.379  0.34
H8 2.609 0.349 -1.654  0.29

ORCA calculation (the ωB97M-V functional and the def2-TZVPD basis) on one molecule with the formula C5H8N2.

For the energy above the lowest of the compared OMol25 structures with the same formula, charge and spin, the calculation gives 513.6 kJ/mol. The value obtained for the gap between HOMO and LUMO is 8.013 eV. The HOMO energy comes out at -7.40 eV. As for the maximum force: 0.008 hartree/bohr.

Last column: Mulliken charge in e.
Positions of all 15 atoms, in Å:
C1 -0.274 -1.997 -1.745  -0.69
N1 -0.425 -0.993 -0.722  -0.29
C2 -2.072 0.849 1.394  -0.79
C3 -0.740 0.950 1.174  0.16
C4 0.450 0.816 0.582  0.54
N2 1.643 1.517 0.914  -0.62
C5 0.557 -0.243 -0.435  -0.25
H1 -1.106 -1.906 -2.452  0.24
H2 0.675 -1.944 -2.303  0.30
H3 -0.355 -2.989 -1.285  0.23
H4 -2.291 0.260 2.303  0.21
H5 -1.114 1.863 1.849  0.21
H6 1.474 2.291 1.546  0.26
H7 2.100 1.883 0.085  0.24
H8 1.542 -0.326 -0.927  0.26

Question: Look up the maximum force of the second one.
Answer: 0.008 hartree/bohr

Question: The highest gap between HOMO and LUMO belongs to which entry?
Answer: number 1